No. 1
Formula: C6H5ClN2O6
Source: OMol25
Level of theory: ωB97M-V with the def2-TZVPD basis set

Structure (XYZ):
```
20
Properties=species:S:1:pos:R:3
Cl 2.75 -1.41 1.19
O 2.57 1.55 -1.10
O 3.98 -0.06 -1.00
O 0.72 0.55 2.09
O -0.70 -2.01 1.44
O 1.81 -1.93 -2.22
O -0.47 -3.69 0.16
N -0.48 -2.53 0.36
N 2.92 0.45 -0.73
C -0.35 0.76 -0.05
C 1.95 -0.31 0.06
C -0.87 -0.17 -0.76
C 0.91 0.65 0.66
C -0.24 -1.63 -0.94
C 1.20 -1.49 -1.28
H 1.33 1.66 0.43
H -0.78 -2.28 -1.62
H 0.12 -0.12 2.26
H -0.81 1.78 0.24
H -1.90 -0.23 -1.24
```

Calculated values
Maximum force, eV Å⁻¹: 6.05
Orbital gap, eV: 9.66
ΔE to the lowest compared entry with this formula, charge and spin, kcal per mole: 6.19
2S+1: 1
E_LUMO, Eh: -0.03071
DFT total energy, eV: -34081.9045

---

No. 2
Formula: C6H5FN2O2
Source: OMol25
Level of theory: ωB97M-V with the def2-TZVPD basis set

Structure (XYZ):
```
16
Properties=species:S:1:pos:R:3
F 3.80 -0.24 -0.03
O -2.35 -0.76 -0.29
O -2.14 1.37 0.41
N 0.33 -1.15 0.21
N 2.00 1.12 -0.20
C 1.68 -1.22 0.17
C -1.65 0.37 0.06
C -0.16 0.16 0.06
C 0.65 1.22 -0.18
C 2.48 -0.11 -0.03
C -3.73 -0.63 -0.15
H -4.19 -0.46 0.77
H 0.20 2.26 -0.30
H -4.11 0.35 -0.70
H 2.25 -1.90 0.35
H -4.29 -1.56 -0.37
```

Calculated values
Maximum force, eV Å⁻¹: 10.86
Orbital gap, eV: 9.94
ΔE to the lowest compared entry with this formula, charge and spin, kcal per mole: 4.81
2S+1: 1
E_LUMO, Eh: -0.01764
SMILES: COC(=O)c1cnc(F)cn1
DFT total energy, eV: -16093.5368

---

No. 3
Formula: C6H5FNO
Source: OMol25
Level of theory: ωB97M-V with the def2-TZVPD basis set

Structure (XYZ):
```
14
Properties=species:S:1:pos:R:3
F 2.82 -1.32 -0.09
O 3.14 1.54 0.60
N 2.18 -0.15 -0.52
C 0.21 1.12 -0.33
C -1.15 1.20 -0.20
C -1.90 0.06 0.09
C -1.26 -1.15 0.28
C 0.12 -1.24 0.17
C 0.88 -0.11 -0.18
H -1.65 2.15 -0.31
H -1.83 -2.04 0.51
H 0.82 1.99 -0.51
H 0.61 -2.19 0.30
H -2.98 0.13 0.17
```

Calculated values
Maximum force, eV Å⁻¹: 2.72
Orbital gap (alpha / beta), eV: 6.68 / 7.27
ΔE to the lowest compared entry with this formula, charge and spin, kcal per mole: 66.73
2S+1: 1
Total charge: -1
E_LUMO (alpha / beta), Eh: 0.12855 / 0.13993
DFT total energy, eV: -12552.7863

---

- Which formula does entry 2 have?
  C6H5FN2O2

---

- Which formula does entry 1 have?
  C6H5ClN2O6

---

Please write out number 2 again, unchanged.
Formula: C6H5FN2O2
Source: OMol25
Level of theory: ωB97M-V with the def2-TZVPD basis set

Structure (XYZ):
```
16
Properties=species:S:1:pos:R:3
F 3.80 -0.24 -0.03
O -2.35 -0.76 -0.29
O -2.14 1.37 0.41
N 0.33 -1.15 0.21
N 2.00 1.12 -0.20
C 1.68 -1.22 0.17
C -1.65 0.37 0.06
C -0.16 0.16 0.06
C 0.65 1.22 -0.18
C 2.48 -0.11 -0.03
C -3.73 -0.63 -0.15
H -4.19 -0.46 0.77
H 0.20 2.26 -0.30
H -4.11 0.35 -0.70
H 2.25 -1.90 0.35
H -4.29 -1.56 -0.37
```

Calculated values
Maximum force, eV Å⁻¹: 10.86
Orbital gap, eV: 9.94
ΔE to the lowest compared entry with this formula, charge and spin, kcal per mole: 4.81
2S+1: 1
E_LUMO, Eh: -0.01764
SMILES: COC(=O)c1cnc(F)cn1
DFT total energy, eV: -16093.5368